This record from the OMol25 dataset describes a 10-piece molecular cluster, C30H34F6O30 overall at a distorted geometry. The level of theory is ωB97M-V/def2-TZVPD.

Each line ends with the Mulliken charge.
Positions of all 100 atoms, in Å:
O: 1.4094 -2.8145 -4.0983  -0.571
C: 1.6979 -1.8157 -3.4842  0.506
O: 1.1050 -0.6360 -3.5980  -0.342
C: 1.8475 0.3539 -2.8741  0.497
C: 3.0872 -0.3832 -2.5333  0.207
F: 3.3301 -0.2194 -1.2426  -0.103
O: 2.7654 -1.7508 -2.6354  -0.188
H: 2.0878 1.2876 -3.3825  0.252
H: 1.2962 0.7234 -2.0095  -0.461
H: 3.8613 0.0498 -3.1669  0.163
O: -3.9053 -1.0921 2.2602  -0.492
C: -3.9116 -2.2700 2.0132  0.699
O: -3.6340 -3.2576 2.9358  -0.387
C: -3.7740 -4.4959 2.3457  -0.565
C: -3.7054 -4.2026 0.8300  1.171
F: -4.6453 -4.9107 0.1059  -0.359
O: -4.0135 -2.8419 0.8311  -0.162
H: -2.9399 -5.1302 2.6457  0.390
H: -4.7134 -5.0004 2.5719  0.288
H: -2.6807 -4.2199 0.4587  -0.608
O: 0.5694 -4.3515 1.4320  -0.651
C: -0.0273 -4.2928 0.3495  0.399
O: -0.7206 -5.1974 -0.3181  -0.367
C: -0.9006 -4.8086 -1.6488  -0.718
C: -0.8341 -3.2859 -1.5007  0.254
F: -1.9853 -2.7805 -1.0543  -0.107
O: 0.0843 -3.2425 -0.4273  0.252
H: -0.0101 -5.0095 -2.2443  0.433
H: -1.8327 -5.1166 -2.1226  0.386
H: -0.4986 -2.7830 -2.4077  0.300
O: -0.5961 5.1908 -0.9327  -0.528
C: -1.5478 4.8691 -1.6587  0.548
O: -2.3319 5.7071 -2.3731  -0.363
C: -3.4863 5.0284 -2.8279  -0.626
C: -3.0101 3.5652 -2.8664  0.845
F: -2.4747 3.1949 -4.0081  -0.327
O: -1.9889 3.5769 -1.8455  -0.130
H: -4.3060 5.0100 -2.1097  0.319
H: -3.8661 5.4205 -3.7714  0.386
H: -3.8183 2.8661 -2.6514  -0.244
O: -2.2783 3.3684 5.3748  -0.561
C: -1.7213 2.2979 5.1553  0.596
O: -2.0768 1.4257 4.1870  -0.296
C: -1.7193 0.1360 4.5325  0.092
C: -0.4209 0.4547 5.2192  0.293
F: 0.6383 0.4750 4.4211  -0.188
O: -0.6576 1.7461 5.8086  -0.341
H: -2.4861 -0.2825 5.1844  0.324
H: -1.6317 -0.5575 3.6961  -0.170
H: -0.2121 -0.3368 5.9390  0.300
O: 1.5190 -1.1017 1.5281  -0.567
C: 0.6523 -0.3373 1.0985  -0.085
O: 0.8610 0.9113 0.5551  0.485
C: -0.3217 1.6272 0.5261  -0.169
C: -1.4088 0.5076 0.7436  0.259
F: -1.9799 0.1241 -0.3861  -0.244
O: -0.6642 -0.5710 1.2660  -0.446
H: -0.2750 2.3731 1.3196  0.239
H: -0.4324 2.1660 -0.4149  0.039
H: -2.1073 0.7660 1.5394  0.512
O: 3.1154 -6.8814 -0.8639  -0.657
C: 3.3335 -5.7901 -0.2982  0.699
O: 2.9628 -4.6222 -0.7627  -0.283
C: 3.7625 -3.6247 -0.1791  0.428
C: 4.2220 -4.3020 1.0804  -0.324
O: 3.8267 -5.6319 0.9013  -0.339
H: 4.6537 -3.3521 -0.7444  0.313
H: 3.2391 -2.6973 0.0538  -0.392
H: 3.6933 -3.8830 1.9366  0.256
H: 5.3059 -4.1863 1.0861  0.326
O: -7.4400 1.7779 -3.0814  -0.659
C: -6.5218 1.2395 -2.3959  0.692
O: -5.3538 1.0076 -2.9114  -0.380
C: -4.5649 0.3355 -1.9368  0.626
C: -5.5289 -0.0749 -0.8567  0.068
O: -6.6283 0.8559 -1.1727  -0.350
H: -4.1074 -0.5399 -2.3978  0.175
H: -3.8658 1.0876 -1.5711  -0.389
H: -5.0006 0.0299 0.0909  0.070
H: -5.8654 -1.0980 -1.0244  0.206
O: 6.9269 2.0607 3.5439  -0.609
C: 5.8586 1.8472 2.9943  0.533
O: 4.7539 2.4967 3.3154  -0.415
C: 3.6216 1.9187 2.5055  0.632
C: 4.3184 0.7209 1.9779  0.279
O: 5.6328 0.9120 2.1140  -0.365
H: 2.7817 1.5447 3.0909  -0.056
H: 3.3764 2.6066 1.6964  -0.024
H: 4.1871 0.6885 0.8963  -0.157
H: 3.9089 -0.2000 2.3929  0.162
O: 2.2005 2.9017 -1.0421  -0.247
C: 2.8591 3.8916 -1.4608  0.340
O: 2.9371 4.3068 -2.6928  -0.355
C: 3.7457 5.4133 -2.8411  -0.368
C: 4.4081 5.4852 -1.4990  -0.365
O: 3.5998 4.7064 -0.7102  -0.298
H: 4.4458 5.1985 -3.6485  0.244
H: 3.0046 6.1630 -3.1180  0.302
H: 4.5400 6.5386 -1.2518  0.303
H: 5.3950 5.0226 -1.4951  0.310

Computed properties:
total charge: 0
HOMO-LUMO gap: 10.3 eV
HOMO level: -10.4 eV
2S+1: 1
structure (SMILES): O=C1OC[C@@H](F)O1.O=C1OC[C@@H](F)O1.O=C1OC[C@@H](F)O1.O=C1OC[C@@H](F)O1.O=C1OC[C@@H](F)O1.O=C1OC[C@@H](F)O1.O=C1OCCO1.O=C1OCCO1.O=C1OCCO1.O=C1OCCO1